This record from OMol25 describes C54H44BrCrIN6O7P as an isolated structure in a non-equilibrium geometry. The level of theory is the ωB97M-V functional and the def2-TZVPD basis.

Results
E_tot: -195836.0360 eV
expectation value of S²: 0.763
multiplicity: 2

Geometry as XYZ:
```
115
Properties=species:S:1:pos:R:3:mulliken_charge:R:1
Cr -0.7356 -0.5013 0.6561 -0.8362
Br 1.5394 4.6513 -6.2251 -0.1627
C 0.2100 5.0207 -4.9152 0.1538
C -1.0355 5.4726 -5.3197 -0.7877
C -1.9835 5.7896 -4.3669 -0.0594
C -1.7098 5.6422 -3.0017 -0.8193
C -0.4434 5.1736 -2.6254 0.4092
C 0.5190 4.8750 -3.5723 -0.0764
N -2.6222 6.1725 -2.0926 -0.6593
N -2.8066 5.8205 -0.9067 -0.4345
C -2.5221 4.6007 -0.3442 -0.0076
C -2.4401 4.5768 1.0558 -0.3414
C -2.1360 3.4207 1.7447 -1.0166
C -1.8982 2.2204 1.0579 0.7759
O -1.6159 1.0941 1.6292 -0.1936
C -2.0333 2.2175 -0.3651 -0.2889
N -1.8946 0.9960 -0.9311 0.0801
C -1.9116 0.9030 -2.3254 -0.5925
C -2.7441 1.9495 -2.9863 -1.9361
C -2.8855 3.1475 -2.4004 -0.2063
C -2.4079 3.3698 -1.0613 0.8704
H -1.2520 5.5856 -6.3732 0.4223
H -2.9547 6.1623 -4.6656 0.4690
H -0.2064 5.1020 -1.5751 0.2825
H 1.5013 4.5358 -3.2704 0.4754
H -2.5879 5.5159 1.5740 0.4820
H -2.0410 3.4165 2.8236 0.4529
H -2.1867 -0.1113 -2.6330 0.2748
H -3.1527 1.7271 -3.9628 0.4711
H -3.4474 3.9333 -2.8885 0.8140
O -3.4582 -0.8344 0.2370 -0.6870
N -2.2743 -1.4673 -0.0747 0.9959
C -2.5253 -2.6188 -0.5641 -1.0902
C -1.6141 -3.6570 -0.9939 0.7894
C -2.2176 -4.7068 -1.7062 -0.9935
C -1.4907 -5.7580 -2.2174 -0.8447
C -0.1150 -5.7853 -2.0377 -1.0719
C 0.4982 -4.7537 -1.3515 -0.2845
C -0.2216 -3.6951 -0.7992 0.1551
P 0.6892 -2.3475 0.0580 4.1746
C 2.0292 -2.1140 -1.1495 0.4854
C 1.7089 -2.1067 -2.5093 -0.6159
C 2.6916 -1.9025 -3.4590 -0.8898
C 4.0069 -1.6999 -3.0581 -0.6725
C 4.3216 -1.6753 -1.7095 -0.9328
C 3.3363 -1.8690 -0.7500 -0.6083
C 1.5385 -3.1589 1.4764 0.7159
C 1.4241 -2.6062 2.7516 -0.1221
C 1.9988 -3.2235 3.8521 -1.5257
C 2.7088 -4.4026 3.6998 -0.7583
C 2.8788 -4.9319 2.4296 -1.0101
C 2.3057 -4.3157 1.3304 -0.3163
H -3.2181 0.1101 0.0851 0.2767
H -3.5813 -2.8426 -0.6889 0.4102
H -3.2879 -4.6676 -1.8718 0.4642
H -1.9868 -6.5429 -2.7721 0.4046
H 0.4784 -6.5914 -2.4473 0.4574
H 1.5743 -4.7514 -1.2749 0.3565
H 0.6802 -2.2569 -2.8158 0.3917
H 2.4344 -1.8889 -4.5101 0.4087
H 4.7760 -1.5364 -3.8017 0.4014
H 5.3459 -1.5096 -1.3990 0.4665
H 3.5785 -1.8237 0.3055 0.4546
H 0.9155 -1.6694 2.8819 0.2514
H 1.9089 -2.7700 4.8312 0.5003
H 3.1443 -4.8964 4.5588 0.4286
H 3.4704 -5.8275 2.2900 0.4463
H 2.4795 -4.7468 0.3568 0.1640
N -1.3562 -1.4271 2.2649 0.1097
C -1.9250 -1.6564 3.2403 0.5007
N -2.5850 -1.9260 4.3269 -0.0606
C -4.0105 -2.2593 4.2561 -0.7700
C -4.2118 -3.7491 4.5220 -0.5280
C -3.5612 -4.1483 5.8492 -0.7584
C -2.0753 -3.7796 5.8391 -0.4756
C -1.9112 -2.2856 5.5746 -0.7303
H -4.3873 -1.9783 3.2736 0.4183
H -4.5309 -1.6677 5.0141 0.3798
H -3.7567 -4.3236 3.7102 0.2310
H -5.2802 -3.9693 4.5363 0.3953
H -3.6783 -5.2205 6.0113 0.3432
H -4.0615 -3.6332 6.6750 0.3239
H -1.5637 -4.3411 5.0523 0.2293
H -1.6088 -4.0311 6.7926 0.3895
H -0.8605 -2.0072 5.5080 0.3610
H -2.3767 -1.7118 6.3808 0.3743
O 3.0325 1.4365 -1.0046 0.2171
C 2.9801 1.5652 -2.3485 0.2436
C 4.0851 1.9970 -3.0797 -0.8910
C 4.0165 2.1436 -4.4515 -0.8918
C 2.8364 1.8544 -5.1251 -1.1505
C 1.7306 1.4458 -4.4064 -0.4424
C 1.7801 1.2971 -3.0198 1.0574
C 0.5618 0.8694 -2.2741 -0.2852
O -0.5338 1.0957 -2.9563 -0.3012
O 0.6028 0.3807 -1.1584 0.5255
H 3.9224 1.6232 -0.6878 0.2795
H 5.0066 2.2178 -2.5506 0.4659
H 4.8789 2.5001 -4.9997 0.4309
H 2.7805 1.9605 -6.1992 0.6638
H 0.8013 1.2308 -4.9129 0.3212
I 1.9063 6.8888 2.7511 0.0334
C 2.0164 4.8044 2.4644 -0.4833
C 2.5841 4.0040 3.4413 -0.5090
C 2.5953 2.6312 3.2524 -0.8745
C 2.0418 2.0706 2.1077 0.1029
C 1.5038 2.8892 1.1257 0.4220
C 1.4977 4.2628 1.3017 -0.5458
C 1.9989 0.5664 1.9942 0.1635
O 2.9206 -0.1013 2.4450 -0.7091
O 0.9428 0.0742 1.4444 0.4901
H 3.0085 4.4421 4.3341 0.3755
H 3.0320 1.9717 3.9910 0.5009
H 1.0934 2.4468 0.2279 0.4347
H 1.0707 4.9085 0.5508 0.4318
```

This record from OMol25 describes one molecule with the formula C4H3NS in a non-equilibrium geometry. The level of theory is the ωB97M-V functional and the def2-TZVPD basis.

Results
energy relative to the best compared isomer or geometry (same formula, charge and spin): 0.314 eV
SMILES: C=C(C#N)C=S

Geometry as XYZ:
```
9
Properties=species:S:1:pos:R:3:mulliken_charge:R:1
C -1.5987 -0.6612 1.4547 -0.8045
C -0.7198 -0.3319 0.4849 0.8923
C -0.7172 -0.9335 -0.8263 0.0244
N -0.6019 -1.6002 -1.7656 -0.3605
C 0.3857 0.6322 0.7794 -0.4637
S 1.4733 1.2150 -0.2739 -0.1827
H -1.5720 -0.2515 2.4851 0.2872
H -2.4377 -1.2420 1.1296 0.3072
H 0.5492 1.0205 1.7705 0.3001
```

This record from OMol25 describes C19H46N6O8V as an isolated structure in a non-equilibrium geometry. The level of theory is the ωB97M-V functional and the def2-TZVPD basis.

Results
E_tot: -71453.1102 eV
expectation value of S²: 3.767
multiplicity: 4

Geometry as XYZ:
```
80
Properties=species:S:1:pos:R:3:mulliken_charge:R:1
V -4.2465 -0.9513 -1.9814 0.9686
O -4.3105 0.6832 -3.1280 -0.8504
H -4.3709 1.2065 -2.3178 0.3077
C -1.7609 -0.1996 0.1153 -0.2018
O -2.9527 -0.1126 -0.5598 -0.3742
H -0.8987 0.1088 -0.5087 -0.1329
H -1.7398 0.3726 1.0566 0.2980
H -1.4793 -1.2345 0.4006 0.0461
C 0.4034 -3.5190 1.3107 0.1521
O -0.4345 -4.1975 0.7624 -0.6450
N 1.6596 -3.8851 1.6731 0.1936
C 2.3844 -3.0815 2.6415 -0.9517
C 2.0689 -5.2482 1.4496 -1.0668
H 0.2150 -2.4593 1.5733 0.3505
H 1.8128 -3.0807 3.5779 0.3935
H 2.6340 -2.0600 2.3749 -0.0783
H 3.3125 -3.5572 2.9559 0.3954
H 2.2364 -5.8152 2.3712 0.3532
H 1.2721 -5.7222 0.8808 0.3799
H 2.9974 -5.3878 0.8883 0.2986
C 3.5145 2.6199 1.0494 0.3159
O 4.5133 3.2651 1.2504 -0.5977
N 2.9727 1.7435 1.9369 0.1608
C 2.0569 0.7221 1.4540 1.3166
C 3.5287 1.5842 3.2550 -1.0402
H 2.9208 2.7379 0.1281 0.2207
H 2.2916 -0.2606 1.8594 -0.8050
H 2.1262 0.6559 0.3701 -0.5235
H 1.0233 0.9498 1.7379 0.1807
H 4.5345 2.0059 3.3035 0.4087
H 2.8340 1.9276 4.0182 0.3135
H 3.8457 0.5549 3.4838 0.2769
C -0.9094 1.5579 -3.5341 0.3977
O -1.9360 1.7141 -4.1444 -0.6664
N 0.3102 2.0445 -3.9157 0.3867
C 1.2810 2.2300 -2.8568 -1.1580
C 0.5868 2.7737 -5.1250 -1.0626
H -0.8518 1.0467 -2.5589 0.1048
H 1.2681 3.1669 -2.2805 0.2433
H 2.2727 2.2888 -3.3245 0.3890
H 1.2816 1.3970 -2.1513 0.2637
H 0.5386 3.8515 -4.8955 0.3632
H 1.5912 2.5584 -5.4814 0.2865
H -0.1997 2.7039 -5.8719 0.3394
C -3.3322 -3.3298 3.8296 0.2056
O -3.3461 -4.2081 4.6556 -0.5943
N -4.4386 -2.7172 3.3282 0.0967
C -4.4193 -1.8773 2.1613 -0.9871
C -5.7277 -3.1778 3.8030 -1.0033
H -2.4331 -2.8951 3.3550 0.2647
H -3.6979 -2.1974 1.3948 0.2722
H -3.9453 -0.9006 2.3404 0.3297
H -5.4056 -1.7168 1.7423 0.3842
H -6.3004 -3.6030 2.9660 0.3405
H -5.7086 -3.9418 4.5687 0.3324
H -6.3504 -2.3465 4.1514 0.3249
C 1.0516 -1.8336 -2.7594 0.1584
O 0.5521 -1.9442 -3.8499 -0.6242
N 2.2935 -1.3614 -2.5087 0.2969
C 3.1012 -0.9595 -3.6519 -1.0795
C 2.9375 -1.4935 -1.2209 -0.8263
H 0.5174 -1.9575 -1.7960 0.2742
H 3.9998 -0.4455 -3.3221 0.3597
H 2.4823 -0.3775 -4.3296 0.2991
H 3.4151 -1.8604 -4.1894 0.3532
H 3.6949 -2.2708 -1.3527 0.4326
H 3.4246 -0.5526 -0.9500 0.3626
H 2.2786 -1.6953 -0.3785 0.0422
C -1.2662 5.2433 -1.3395 0.0885
O -0.3087 5.8062 -1.8156 -0.5871
N -1.2349 4.4461 -0.2472 0.2293
C -2.4397 3.8080 0.2825 -0.7389
C -0.0018 4.1215 0.4152 -0.7063
H -2.3030 5.4036 -1.6802 0.3574
H -3.2803 3.8922 -0.4072 0.3261
H -2.7843 4.4289 1.1183 0.3375
H -2.2366 2.7668 0.5088 0.0664
H -0.0246 3.1169 0.8505 0.0614
H 0.8905 4.1590 -0.2027 0.2057
H 0.1481 4.7709 1.2869 0.3942
```

This record from OMol25 describes a 2-piece molecular cluster, CH3O2S2 overall in a non-equilibrium geometry. The level of theory is the ωB97M-V functional and the def2-TZVPD basis.

Results
energy relative to the best compared isomer or geometry (same formula, charge and spin): 3.125 eV
charge: -1

Geometry as XYZ:
```
8
Properties=species:S:1:pos:R:3:mulliken_charge:R:1
C 0.0043 -0.0478 -0.2027 -0.8588
O -2.8661 1.2071 -1.1305 -0.5107
O -3.2456 1.2430 1.3331 -0.5111
S -3.7218 -1.2957 -0.0654 -0.4995
S -2.8097 0.5000 0.1673 0.5865
H 0.4597 0.9002 -0.5889 0.2640
H 0.6195 -0.2261 0.7438 0.2630
H -0.2077 -0.8168 -1.0056 0.2665
```

This record from OMol25 describes C33H42Cl2N3O2SSi2TeTi as an isolated structure in a non-equilibrium geometry. The level of theory is the ωB97M-V functional and the def2-TZVPD basis.

Results
energy relative to the best compared isomer or geometry (same formula, charge and spin): 2.353 eV
expectation value of S²: 0.762
multiplicity: 2

Geometry as XYZ:
```
87
Properties=species:S:1:pos:R:3:mulliken_charge:R:1
Ti -1.9500 0.5691 0.2252 -0.9222
O -2.3078 -1.1600 -0.0292 0.2709
C -3.4580 -1.7983 0.1765 0.8710
C -3.7547 -2.9580 -0.5401 -0.2546
C -4.9607 -3.6064 -0.3689 -0.7016
C -5.9087 -3.1117 0.5262 -0.8731
C -5.6179 -1.9896 1.2683 -0.7158
C -4.3979 -1.3150 1.1244 0.7832
C -4.0486 -0.2543 2.0331 -1.2907
N -2.9613 0.4275 1.8764 0.9995
N -2.4216 1.0790 2.9668 -1.0623
C -1.1433 1.2444 2.7467 0.2006
O -0.6160 0.9925 1.5712 0.3335
C -0.3061 1.5104 3.9357 -0.0551
C -0.7617 2.3502 4.9484 -0.3571
C -0.0159 2.5099 6.1033 -0.7436
C 1.1792 1.8196 6.2624 -0.3882
C 1.6258 0.9707 5.2604 -1.0095
C 0.8881 0.8166 4.0964 0.2032
H -3.0175 -3.3269 -1.2417 0.3528
H -5.1695 -4.5040 -0.9369 0.4739
H -6.8604 -3.6112 0.6478 0.3970
H -6.3366 -1.6047 1.9824 0.4582
H -4.6329 -0.0963 2.9363 0.3937
H -1.7101 2.8570 4.8255 0.4298
H -0.3677 3.1643 6.8905 0.3921
H 1.7611 1.9366 7.1675 0.3878
H 2.5482 0.4184 5.3862 0.4240
H 1.2268 0.1468 3.3165 0.3296
Cl 0.5197 4.1513 1.6356 -0.0867
C -1.1691 4.5799 1.3605 -0.6220
Cl -2.1037 3.3156 0.5037 0.0113
H -1.1933 5.4607 0.7313 0.3909
H -1.6485 4.7488 2.3171 0.3718
C 0.5760 2.7903 -2.0529 -0.5205
C -0.1570 1.5630 -2.5019 0.6600
C 0.3253 0.8354 -3.6088 -0.7863
C -0.3810 -0.2298 -4.0851 -1.0462
C -1.6639 -0.5003 -3.5655 0.5098
C -2.5267 -1.4782 -4.1070 -0.8917
C -3.8129 -1.5702 -3.6547 -0.9103
C -4.2910 -0.7057 -2.6553 -0.0291
C -3.4626 0.2219 -2.0601 0.8596
S -4.0334 1.2992 -0.8076 -0.4122
C -2.1025 0.3101 -2.4917 0.1515
N -1.2860 1.2393 -1.8914 0.1073
H 0.4097 3.5685 -2.8039 0.4004
H 1.6461 2.6097 -1.9777 -0.0240
H 0.2012 3.1421 -1.0967 -0.3570
H 1.2726 1.1158 -4.0496 0.6344
H 0.0018 -0.8381 -4.8967 0.4284
H -2.1659 -2.1131 -4.9070 0.4148
H -4.4826 -2.3110 -4.0742 0.4188
H -5.3222 -0.7598 -2.3328 0.4799
C 6.8558 0.6321 -1.5956 -1.1392
Si 5.0570 1.1618 -1.4071 0.3116
C 4.3346 1.3918 -3.1446 -1.0814
C 5.0147 2.7703 -0.4277 -1.0086
C 4.1096 -0.1888 -0.5000 -0.8087
Te 2.3386 0.4761 0.5690 0.1062
C 1.0037 -0.8135 -0.5082 1.4544
Si 0.9831 -2.6068 0.1094 0.5642
C 2.7128 -3.1834 0.5867 -1.1706
C 0.3187 -3.6042 -1.3463 -0.8781
C -0.1219 -2.7421 1.6313 -0.5030
H 7.4224 1.3785 -2.1570 0.3127
H 6.9356 -0.3181 -2.1288 0.3138
H 7.3372 0.5090 -0.6230 0.3127
H 5.1280 1.3409 -3.8929 0.5124
H 3.8275 2.3505 -3.2710 0.3438
H 3.6196 0.5985 -3.3744 0.2064
H 5.3484 3.6214 -1.0247 0.3357
H 5.6725 2.6992 0.4427 0.3102
H 4.0100 2.9875 -0.0582 0.2396
H 4.7566 -0.6681 0.2372 0.4889
H 3.7910 -0.9677 -1.1953 0.2347
H 1.2278 -0.7465 -1.5716 0.4044
H -0.0199 -0.4104 -0.3841 -1.5525
H 3.3816 -3.2232 -0.2767 0.3022
H 2.6845 -4.1821 1.0283 0.3883
H 3.1541 -2.5035 1.3177 0.2644
H 1.0001 -3.5434 -2.1984 0.3148
H -0.6466 -3.1975 -1.6600 -0.0156
H 0.1801 -4.6597 -1.1018 0.3909
H -0.2028 -1.7720 2.1248 -0.0853
H 0.2627 -3.4577 2.3602 0.5708
H -1.1319 -3.0505 1.3552 0.0804
```